[1]
C22H38Br10O9 | wB97M-V/def2-TZVPD

Geometry as ORCA input:
```
! RIJCOSX wB97M-V def2-TZVPD def2/J DEFGRID3
* xyz 0 1
H 5.293 -1.794 -31.850
H -1.552 -3.009 -29.444
H -5.264 -2.833 -27.566
H 1.985 -7.336 -23.803
C -5.695 -4.984 -29.145
C -3.334 0.494 -25.687
C 3.394 -6.660 -25.617
O -6.941 -3.308 -26.381
Br -2.536 -6.864 -30.854
H 4.465 -4.065 -31.504
H 4.359 -1.914 -29.551
C 0.876 0.028 -32.202
C -5.684 -3.630 -26.953
Br 4.861 -5.827 -24.473
H 3.390 -5.867 -26.365
H -4.666 -4.769 -29.434
H 0.508 -4.235 -29.599
H 0.092 2.029 -32.076
C -0.022 -4.457 -28.673
C -1.965 0.742 -25.141
C 4.357 -3.903 -30.432
H -4.312 0.896 -32.148
H -1.712 1.782 -25.346
C -1.073 -3.422 -28.555
H 2.104 -1.023 -33.674
H 1.141 1.802 -33.444
H 0.142 -0.204 -32.973
H -4.084 1.205 -25.342
C 5.084 -2.632 -29.934
C 2.144 -0.692 -32.637
O 2.266 -1.664 -31.639
H -6.516 -4.439 -29.610
H -4.863 -3.643 -26.237
Br -2.548 -3.957 -34.505
H 6.348 -1.056 -30.648
Br -0.592 -0.464 -26.020
O 5.898 -3.043 -28.864
Br -4.004 -1.245 -25.035
O 6.188 -4.898 -27.615
H 2.981 0.003 -32.571
C -2.087 -6.266 -32.787
H 3.304 -3.751 -30.195
Br -2.426 -4.417 -27.460
H 1.620 -5.905 -24.636
C 2.087 -6.879 -24.787
H -4.482 0.069 -29.238
C 1.526 -1.359 -30.569
C -7.824 -4.445 -26.498
H -2.370 -4.236 -32.017
H -1.931 0.702 -24.052
H -3.295 0.543 -26.775
H -4.970 -0.937 -30.774
C -2.733 -4.905 -32.797
H -5.790 -5.957 -29.625
Br 1.026 -8.078 -25.934
O -8.883 -4.509 -25.889
Br 1.384 -4.199 -27.305
C -4.398 -0.136 -30.305
C 1.012 1.538 -32.394
Br -2.421 -0.635 -30.431
H -2.710 -7.027 -33.256
C -5.967 -5.065 -27.664
O -7.256 -5.385 -27.328
O 1.470 -1.948 -29.500
C -4.578 1.164 -31.125
H -0.845 -2.503 -28.016
Br -3.431 2.682 -30.487
C 5.959 -2.006 -31.013
H 3.927 -7.515 -26.031
H 6.797 -2.672 -31.220
H -5.357 -5.818 -27.167
H -5.583 1.574 -31.227
O 0.634 -0.399 -30.920
H -1.039 -6.144 -33.061
O 5.003 -4.938 -29.653
H -3.814 -4.980 -32.676
H -0.481 -5.438 -28.800
H 1.899 1.863 -31.849
C 5.741 -4.372 -28.667
*
```

As for the HOMO-LUMO gap: 9.16 eV. For the relative energy (zero: lowest compared OMol25 entry of this formula, charge and spin), the calculation gives 284.22 kJ/mol. As for the total energy: -742281.0243 eV. Its HOMO energy is -9.435 eV.



[2]
C22H38CaO3P2S | wB97M-V/def2-TZVPD

Geometry as ORCA input:
```
! RIJCOSX wB97M-V def2-TZVPD def2/J DEFGRID3
* xyz 0 1
H -1.019 -4.123 -1.632
H -1.352 3.217 -3.117
C -0.151 -0.573 -2.596
C 0.617 -1.305 -5.683
H -1.802 -2.835 -2.556
C 1.417 -0.498 -6.661
H 0.910 2.340 -4.938
C 0.129 1.291 8.157
H 0.329 2.301 8.540
C -0.087 1.347 6.667
H 1.207 -2.109 -5.211
H 1.292 -0.862 -7.702
H -1.106 -0.766 -7.621
H -0.239 3.651 4.160
O -2.267 0.623 2.066
C -1.562 -0.581 -6.640
H -1.228 -0.541 -2.868
H 2.227 3.094 -2.217
H -2.157 1.741 -2.500
C 0.332 1.681 -5.598
H -0.374 -3.641 -3.174
H 2.452 -1.338 -2.001
H 0.279 -0.983 -3.514
C -0.720 -1.199 -5.577
C 1.216 3.509 -2.045
H 1.994 -2.802 -2.940
H 0.055 1.227 -3.602
H -1.706 1.364 -7.563
H -0.534 -0.772 6.394
H -2.539 -1.074 -6.623
H 2.112 1.506 -6.685
C -1.852 0.950 -6.544
C -0.015 2.581 6.004
H 1.232 -2.591 0.575
C -0.443 0.212 5.924
H 1.584 0.760 -2.809
P 0.077 2.206 -1.503
C -1.541 2.624 -2.217
H -0.777 0.917 8.660
H 2.442 -2.958 -1.233
H 0.232 3.490 6.556
C -0.281 2.687 4.647
Ca -1.489 0.268 -0.358
O -1.721 3.091 2.259
H -2.923 1.122 -6.307
C 1.945 -2.311 -1.964
P 0.241 -2.011 -1.476
H -1.594 2.353 -4.900
H 2.489 -0.679 -6.439
H -1.282 -1.690 -4.774
H -2.105 3.241 -1.505
C 1.125 1.033 -6.683
H 1.260 4.261 -1.237
H 0.711 -0.886 0.685
C -0.826 -3.250 -2.256
C 0.486 0.832 -2.663
C -0.729 0.308 4.561
H 0.833 3.994 -2.957
H -1.047 -0.562 3.999
H -0.484 -2.234 0.836
C -1.020 1.681 -5.545
O -0.183 1.366 1.253
H 0.651 1.253 -7.649
C -0.618 1.540 3.917
C 0.417 -1.883 0.321
H 0.956 0.627 8.452
S -1.270 1.719 2.277
*
```

As for the HOMO-LUMO gap: 3.49 eV. For the relative energy (zero: lowest compared OMol25 entry of this formula, charge and spin), the calculation gives 259.54 kJ/mol. As for the total energy: -77418.2980 eV. Its HOMO energy is -3.214 eV.



[3]
C22H38Cl13N2O3 | wB97M-V/def2-TZVPD

Geometry as ORCA input:
```
! RIJCOSX wB97M-V def2-TZVPD def2/J DEFGRID3
* xyz 1 1
Cl 0.727 11.127 -3.015
C 1.450 9.566 -3.384
H -1.014 2.040 -0.836
H 1.950 0.057 0.109
C -0.107 2.631 -0.923
C -2.110 -1.957 2.050
Cl 2.136 4.853 -3.074
C -1.243 -0.972 1.242
H 1.590 1.582 -1.712
H 3.823 4.299 -4.609
H -2.467 0.245 -0.218
C -2.469 5.210 -4.011
H -0.135 1.636 1.454
H -0.658 -3.761 -1.990
C -0.676 -4.445 -0.013
Cl -1.069 4.581 -4.873
H -2.744 -2.558 1.405
H 1.306 1.047 1.958
C -2.725 -7.781 3.984
C -1.332 -3.688 -1.133
H -1.482 -1.727 -1.884
H 2.316 3.659 -0.425
H 4.621 3.073 1.713
H 5.143 1.431 1.463
H -3.082 0.849 2.646
C 0.967 0.510 0.024
H -2.804 6.108 -4.512
H -0.598 0.118 -1.386
O -0.336 -5.746 -0.543
H 3.588 1.706 2.204
C -0.152 -6.663 0.456
H -1.965 -4.479 4.002
H -0.093 3.172 -1.864
H 1.962 -6.275 0.473
H 1.533 9.478 -4.459
C 3.640 2.067 0.046
H 1.883 2.842 1.049
H -0.144 3.398 -0.144
H -0.564 -0.054 3.051
C 1.191 1.830 -0.728
C 2.229 2.678 0.025
H 1.432 -7.575 1.554
N 0.474 0.817 1.411
C 2.864 4.792 -4.689
Cl -1.578 -6.529 4.530
C -2.164 0.195 0.823
C -0.130 -0.360 2.105
H -1.403 -4.607 0.786
H 4.286 2.648 -0.609
Cl 1.858 3.851 -5.790
Cl 3.127 6.417 -5.305
O -2.422 -3.725 3.599
Cl 3.071 9.442 -2.700
O -1.037 -7.452 0.743
H -2.673 -7.815 2.907
N -0.614 -1.510 0.018
C 0.078 -0.463 -0.758
C 4.271 2.081 1.439
Cl -2.024 5.641 -2.356
C -1.556 -2.175 -0.896
H -0.593 -3.446 2.636
H -2.794 -1.353 2.647
C 1.176 -6.604 1.145
C -2.663 1.119 1.681
H -2.260 -4.162 -1.441
H -2.679 2.166 1.395
Cl 0.428 8.245 -2.808
Cl -3.793 4.046 -4.017
H -1.008 -2.267 3.857
Cl 1.246 -1.436 2.375
H 1.111 -5.903 1.978
C -1.428 -2.881 3.049
Cl -4.362 -7.361 4.467
H -2.593 -2.040 -0.587
H 0.751 -0.983 -1.439
H 0.224 -3.957 0.353
H 3.665 1.042 -0.325
Cl -2.245 -9.344 4.621
*
```

As for the HOMO-LUMO gap: 9.13 eV. As for the total energy: -195335.9160 eV. Its HOMO energy is -12.143 eV.



[4]
C22H38F12HgN4O10S4 | wB97M-V/def2-TZVPD

Geometry as ORCA input:
```
! RIJCOSX wB97M-V def2-TZVPD def2/J DEFGRID3
* xyz -1 2
N 1.348 -0.620 -2.693
F 4.223 -1.798 2.869
C 2.676 0.677 -0.920
H 1.269 2.404 -4.982
C -4.392 -2.619 -1.590
H -2.126 4.152 4.755
H -1.235 -0.944 -3.564
C -2.134 2.120 4.225
H -2.738 0.528 2.019
F -1.793 2.240 -3.366
H 2.867 2.451 -3.088
H 1.632 2.442 4.854
N -2.546 -0.543 -0.905
H 2.614 1.303 -5.303
H 1.335 4.229 1.540
H 2.968 -0.181 -0.314
H -3.191 -0.241 3.579
O 1.992 -4.215 2.382
H 4.784 0.403 -2.824
H -0.378 0.848 -4.507
H -0.560 -2.542 -3.381
C -0.487 -1.627 -3.968
F 2.274 -1.463 3.682
C 2.162 1.622 -3.153
F -1.853 -5.525 1.744
F -2.316 -3.306 1.830
C -1.385 3.359 4.662
N -0.364 1.431 2.684
C 1.704 2.262 3.782
C 0.607 0.463 -4.771
F -0.770 -4.071 3.005
O -4.941 0.058 -1.661
F -3.529 -3.521 -1.082
C 2.889 -1.596 2.528
C -0.724 0.181 4.838
O 2.948 -3.160 0.348
C 1.861 -1.688 -5.008
O 0.220 0.477 1.780
Hg -0.434 -0.981 -0.287
C 3.932 -0.256 -2.988
H -2.823 2.482 3.461
H -1.036 4.008 2.721
H 4.241 -1.266 -2.719
H 1.164 -2.121 -5.726
H -1.007 3.260 5.679
O 1.295 -1.748 -1.887
H 0.388 0.173 -5.799
O 0.600 -5.011 0.131
H 0.295 4.588 3.790
O -4.547 -0.859 0.554
O -1.016 1.340 -0.803
C -0.359 3.754 3.537
O -0.940 -3.335 -0.619
N 0.650 -2.378 1.091
H 2.049 -2.272 -2.166
C -1.315 0.949 3.673
F -3.928 2.432 -2.814
C 0.536 2.601 2.903
H 1.791 2.565 1.069
F 2.676 -0.497 1.892
C 1.756 1.485 -4.655
H 3.934 -0.279 -4.077
C 0.900 -0.892 -4.052
H 0.173 3.095 0.880
S -4.114 -0.793 -0.831
H 1.915 1.192 3.795
O -3.315 1.800 -0.065
C 2.533 0.275 -2.430
H 0.901 0.070 2.321
H 2.613 -1.069 -5.499
C 1.031 3.182 1.548
H 1.729 1.127 -0.621
S -0.142 -3.810 0.515
S 2.036 -3.025 1.509
S -2.446 1.148 -0.982
H -1.804 -0.861 2.645
H -0.820 -1.982 -4.944
H -0.185 -0.645 4.375
H 2.526 -2.407 -4.530
C -2.872 1.633 -2.798
H -2.728 1.802 5.082
H -1.484 -0.109 5.563
C -2.370 0.030 2.916
C -1.367 -4.236 1.869
H 1.321 2.141 -2.694
F -3.121 0.430 -3.427
F -5.682 -3.075 -1.393
H 3.522 1.364 -0.898
H 2.553 2.913 3.575
H -0.003 0.737 5.438
F -4.116 -2.655 -2.852
*
```

As for the HOMO-LUMO gap (spin up / spin down): 5.32 / 8.54 eV. As for the total energy: -129984.0458 eV. Its HOMO energy (spin up / spin down) is -2.884 / -6.118 eV.